Entry 1:
Density functional theory data (ωB97M-V/def2-TZVPD) for the ion CH2Cl2O3PS with charge -1 at a distorted geometry.

Element x y z (Å)
O -3.13716 -0.44985 -0.62239
S -1.79473 -0.74218 -0.03823
O -1.85070 -2.01766 0.71996
O -1.22327 0.39303 0.80528
P -0.24556 -0.73216 -1.55627
C 0.84238 -1.36249 -0.05326
Cl 2.34060 -0.55087 0.30202
Cl 1.12737 -3.08165 -0.32805
H -0.10718 0.79141 -1.33082
H 0.13129 -1.19338 0.69051

Values from the calculation:
net charge = -1
E_HOMO = -5.5 eV
SMILES = O=S(=O)([O-])PC(Cl)Cl

Entry 2:
Density functional theory data (ωB97M-V/def2-TZVPD) for a cluster of 2 separate species, CH2Cl3N in total at a distorted geometry.

Element x y z (Å)
C 2.45837 -0.04790 0.03221
N -0.10754 -0.57932 0.06237
Cl 2.61064 1.08549 -1.22702
Cl 2.68171 0.52762 1.62021
Cl 2.97871 -1.62797 -0.28935
H -0.33734 0.09410 0.79135
H -0.28878 -0.11833 -0.82725

Values from the calculation:
net charge = 0
E_HOMO = -8.5 eV

Entry 3:
Density functional theory data (ωB97M-V/def2-TZVPD) for a cluster of 2 separate species, CH2Cl3NO2S in total at a distorted geometry.

Element x y z (Å)
C 0.11068 -0.10031 0.58370
N 2.03297 -2.06167 -1.64324
O -0.07830 -2.85341 1.04760
O -1.61725 -1.74004 -0.54204
S -0.32492 -1.91045 -0.05432
Cl 1.77325 -0.12101 1.06046
Cl 1.31593 -3.04405 -2.80999
Cl 3.03091 -2.88291 -0.52056
H -0.18314 0.80635 0.05600
H -0.54355 -0.30232 1.48180

Values from the calculation:
net charge = 0
E_HOMO (spin up / spin down) = -10.2 / -9.4 eV

Entry 4:
Density functional theory data (ωB97M-V/def2-TZVPD) for an isolated molecule of CH2Cl3P at a distorted geometry.

Element x y z (Å)
C -1.04202 -0.39392 -0.51232
P 0.44753 0.18747 0.02296
Cl 1.87091 -1.07944 -0.43965
Cl 1.00549 1.86708 -0.87550
Cl 0.83530 0.94958 2.19338
H -1.98623 -0.04839 -0.05280
H -1.13099 -1.48239 -0.33607

Values from the calculation:
net charge = 0
E_HOMO = -9.2 eV
SMILES = C=P(Cl)(Cl)Cl

Entry 5:
Density functional theory data (ωB97M-V/def2-TZVPD) for a cluster of 2 separate species, CH2Cl3PS in total at a distorted geometry.

Element x y z (Å)
C -1.38647 -0.34016 0.11827
P 1.72253 -0.34119 0.81816
S 1.79395 0.88880 -0.85488
Cl -1.58556 1.12605 -0.92810
Cl -2.20304 -0.19262 1.65760
Cl -1.52686 -1.79680 -0.72652
H 1.02952 -1.24276 0.11505
H 2.15593 1.89868 -0.19959

Values from the calculation:
net charge = 0
E_HOMO (spin up / spin down) = -8.9 / -7.9 eV

Entry 6:
Density functional theory data (ωB97M-V/def2-TZVPD) for a structure of composition CH2Cl4Se4SiYb at a distorted geometry.

Element x y z (Å)
Yb -8.59166 -2.62848 -3.06516
Se -9.02867 -5.25399 -4.35309
Se -8.25597 -3.80586 -6.07280
Se -10.17339 -2.32812 -6.19738
Se -9.45328 -0.55602 -4.96164
Cl -10.93824 -3.13664 -1.79691
C -11.25972 -1.70825 -2.77190
H -11.45945 -0.81640 -2.28210
H -11.15180 -2.02399 -3.88533
Cl -5.08589 -0.76659 -0.63600
Si -6.32147 -0.24253 -2.22560
Cl -8.32906 -0.70474 -1.39285
Cl -6.01346 -1.44313 -3.93013

Values from the calculation:
2S+1 = 2
⟨S²⟩ = 0.7591
net charge = -1
E_HOMO (spin up / spin down) = -4.2 / -4.2 eV

Entry 7:
Density functional theory data (ωB97M-V/def2-TZVPD) for an isolated molecule of CH2ClNO at a distorted geometry.

Element x y z (Å)
C 0.35495 -0.12323 -0.01322
N 1.47482 -0.64878 0.04982
O 1.69947 -1.79434 -0.00814
Cl 2.90710 0.59669 -0.00908
H -0.41077 -0.72367 -0.23949
H 0.38267 0.93310 0.11142

Values from the calculation:
net charge = 0
E_HOMO = -10.0 eV
SMILES = C=[N+]([O-])Cl

Entry 8:
Density functional theory data (ωB97M-V/def2-TZVPD) for a structure of composition CH2ClNO2S2 at a distorted geometry.

Element x y z (Å)
C 0.00663 -2.46398 -0.81503
N -0.41816 -3.40535 -1.44228
O -0.99969 1.82663 1.87589
O -1.28797 3.39182 0.14532
S 0.12480 -1.16337 0.01660
S -0.92889 2.05501 0.46159
Cl 1.77156 2.26874 0.26266
H -0.14812 -4.25071 -2.04139
H 1.87982 1.74122 1.53663

Values from the calculation:
net charge = 0
E_HOMO = -9.8 eV

Entry 9:
Density functional theory data (ωB97M-V/def2-TZVPD) for a structure of composition CH2ClNS2 at a distorted geometry.

Element x y z (Å)
C -2.26746 -0.69864 0.09253
N 1.43676 0.06854 0.02752
S -0.68310 -0.84207 -0.15304
S 1.75066 1.50363 0.07257
Cl -3.07912 0.80026 -0.09574
H -3.05268 -1.37998 0.40387
H 1.64945 1.82191 -1.31326

Values from the calculation:
2S+1 = 3
⟨S²⟩ = 2.0143
net charge = 0
E_HOMO (spin up / spin down) = -8.0 / -9.0 eV

Entry 10:
Density functional theory data (ωB97M-V/def2-TZVPD) for a structure of composition CH2ClO4ReSTe4 at a distorted geometry.

Element x y z (Å)
Re -0.09839 0.13071 -0.66694
Te 2.39489 0.85806 -0.08639
Te 4.43007 -2.02347 2.63232
Te 2.60224 -0.09308 2.52697
Te -0.14201 1.28938 1.61571
O -3.06952 2.66302 -1.52202
S -2.06269 1.93630 -0.82878
O -2.07189 2.19686 0.64578
O -2.16535 0.41888 -1.00164
O -0.66122 2.13616 -1.33351
Cl 1.68276 -2.75559 -0.44345
C 0.05924 -1.98008 -0.50334
H -0.47855 -2.37289 0.36060
H -0.41959 -2.40427 -1.39532

Values from the calculation:
2S+1 = 4
⟨S²⟩ = 3.9385
net charge = -1
E_HOMO (spin up / spin down) = -4.2 / -3.8 eV

Please write out number 2 again, unchanged.
Density functional theory data (ωB97M-V/def2-TZVPD) for a cluster of 2 separate species, CH2Cl3N in total at a distorted geometry.

Element x y z (Å)
C 2.45837 -0.04790 0.03221
N -0.10754 -0.57932 0.06237
Cl 2.61064 1.08549 -1.22702
Cl 2.68171 0.52762 1.62021
Cl 2.97871 -1.62797 -0.28935
H -0.33734 0.09410 0.79135
H -0.28878 -0.11833 -0.82725

Values from the calculation:
net charge = 0
E_HOMO = -8.5 eV